(1)
# C6H26O9

9 unconnected molecules or ions with the total composition C6H26O9 at a distorted geometry (ωB97M-V/def2-TZVPD, OMol25).

Structure (XYZ):
```
41
Properties=species:S:1:pos:R:3:forces:R:3
C 1.6812 3.1359 -0.0505 -0.0731 1.0507 2.6393
C 1.2356 1.7441 -0.1194 -0.0974 0.5821 1.6291
C 0.1520 1.4524 -1.0664 -2.1186 -2.0564 1.2668
C 1.6171 0.9588 0.8819 -0.7439 -0.5821 -1.7283
C 1.3293 -0.4536 0.9194 -1.7777 0.9658 -0.0692
C 2.1600 -1.2601 1.5382 -1.4954 -2.6669 2.0631
O 1.6840 -2.5098 1.8450 1.5286 -1.2423 0.4171
H 0.8610 3.7111 0.4794 0.7126 -0.0089 -1.2427
H 2.5905 3.3134 0.6117 -0.9523 -0.4377 -1.1035
H 1.8590 3.3475 -1.0615 0.3427 1.5908 -1.2814
H 0.0892 1.9585 -1.9949 0.2589 0.7686 -0.5852
H -0.8610 1.5771 -0.5247 1.4517 0.2946 -0.6660
H 0.1314 0.3758 -1.2616 0.0867 0.0843 -0.3705
H 2.0880 1.4297 1.6962 1.1753 0.2489 0.8021
H 0.2520 -0.7915 0.6136 2.3496 0.2382 0.3948
H 3.0516 -1.1874 2.1895 -0.1457 0.9970 -1.2818
H 0.7446 -2.6252 1.7548 -0.6319 0.2701 -0.5405
O 1.3583 0.9791 -4.0731 0.3583 -0.2176 -2.7505
H 1.6963 0.4630 -3.3714 0.3738 -0.4624 1.6316
H 0.7499 1.6250 -3.7853 -0.7760 0.7398 0.7631
O -1.1554 -3.3437 0.4549 -0.3960 3.6884 -0.1429
H -1.1190 -4.2293 0.2106 -0.1310 -2.1427 -0.9505
H -1.5829 -2.7372 -0.2591 0.8701 -1.7325 0.6901
O -1.7707 -2.0384 2.6250 0.0460 -0.1498 1.0586
H -1.7224 -2.7137 3.3463 0.0435 0.8066 -1.2319
H -1.4227 -2.4122 1.7938 -0.3486 -0.8359 0.4227
O -0.6758 0.2911 3.4231 -0.2189 -0.0250 -0.2140
H -0.8322 -0.5431 2.9344 -0.2236 0.1917 0.4980
H 0.2359 0.5115 3.2444 0.3288 0.1449 -0.0585
O -3.1487 1.1004 0.9657 -0.6294 0.6786 -1.2719
H -3.0083 0.1769 0.7344 0.3022 0.0091 1.1507
H -2.7779 1.4147 1.7929 0.4284 -0.8990 0.1763
O -1.8832 -2.0969 -1.7471 3.7944 -2.0590 -1.2092
H -1.0636 -2.1555 -2.3848 -2.4897 0.2663 1.9090
H -2.4170 -1.4087 -2.0649 -1.3300 1.9739 -0.7341
O 2.8606 0.1693 -1.9412 1.1518 0.0283 -0.4734
H 2.9518 0.0870 -0.9940 -0.4109 -0.1361 0.6392
H 3.7640 0.4181 -2.2048 -0.5247 -0.1066 -0.2161
O -3.0573 0.3925 -1.9018 -2.0396 0.6057 -1.9499
H -3.7998 1.0147 -2.1171 0.5320 -1.2604 -0.6194
H -2.8453 0.8584 -1.1314 1.4185 0.7966 2.5400
```
Forces are in eV/Å.

Calculated total energy in eV: -25069.09902
Structure (SMILES): CC(C)=C/C=C/O.O.O.O.O.O.O.O.O

***

(2)
# C4H5NOS

C4H5NOS in the gas phase at a distorted geometry (ωB97M-V/def2-TZVPD, OMol25).

Structure (XYZ):
```
12
Properties=species:S:1:pos:R:3:forces:R:3
C 0.8897 -1.2470 0.0550 -0.1754 0.8769 0.0478
C 0.3611 -0.0603 -0.2957 -0.3673 0.1789 -0.3929
C 0.8896 0.6370 -1.4779 -1.3351 1.4858 0.2188
S 0.3689 2.0266 -2.1729 0.0856 -0.9306 0.7403
N -0.7375 0.5672 0.3113 1.3664 -1.4417 0.2427
C -1.3677 0.1262 1.4309 -0.2854 -0.3014 -0.2132
O -2.3476 0.6837 1.8478 -0.2915 0.0069 0.6011
H 1.7363 -1.6809 -0.4223 0.4315 0.0903 -0.5911
H 0.5497 -1.7921 0.8970 -0.4038 -0.4191 0.5793
H 1.7046 0.1677 -1.9198 1.4577 -0.9926 -0.6869
H -1.1008 1.3786 -0.1208 -0.3365 0.9520 -0.5269
H -0.9463 -0.8066 1.8674 -0.1461 0.4946 -0.0190
```
Forces are in eV/Å.

Calculated total energy in eV: -18600.82100
Structure (SMILES): C=C(C=S)NC=O

***

Calculated values (hartree) of E_HOMO for the records, taken in order: -0.300, -0.347.